A molecular structure, C39H48Li2O19S in a non-equilibrium geometry. Source: OMol25; level of theory: the ωB97M-V functional and the def2-TZVPD basis.

Last column: Löwdin charge in e.
Positions of all 109 atoms, in Å:
1 Li -26.7219 0.9729 -5.8503  0.731
2 Li -22.7091 -0.7990 -9.4045  0.797
3 S -25.5093 -1.2847 -7.6574  0.282
4 O -25.5129 -2.6159 -7.0723  -0.323
5 O -26.4624 -1.2172 -8.8011  -0.324
6 O -25.7548 -0.4199 -6.6017  -0.348
7 O -24.2138 -0.8912 -8.1627  -0.400
8 C -28.3892 -0.3723 -4.2245  -0.243
9 O -27.8684 0.8403 -3.9738  -0.188
10 H -27.8086 -1.1164 -4.7477  0.065
11 H -29.4662 -0.2626 -4.6009  0.108
12 H -28.4640 -1.1329 -3.3590  0.114
13 H -28.4209 1.4130 -3.2320  0.208
14 C -20.8012 -3.3545 -9.4292  -0.123
15 O -21.9868 -2.6908 -9.0206  -0.220
16 H -19.8714 -2.7865 -8.8056  0.147
17 H -20.5261 -3.2093 -10.4094  0.034
18 H -20.9444 -4.4199 -9.1781  0.090
19 H -22.4977 -3.2459 -8.4065  0.048
20 C -24.8584 3.1247 -4.2411  -0.120
21 O -24.9884 1.9199 -4.9247  -0.206
22 H -25.6608 3.0392 -3.4989  0.092
23 H -24.8083 3.9032 -4.9446  0.084
24 H -24.0776 2.8859 -3.6145  0.065
25 H -24.1528 1.3561 -4.7748  0.116
26 C -23.2005 -6.4398 -6.1570  0.005
27 C -22.6641 -7.7056 -5.9545  -0.011
28 C -21.2189 -7.8829 -5.8570  -0.299
29 C -20.3657 -6.8511 -6.1402  -0.051
30 C -20.8192 -5.5820 -6.4014  -0.016
31 C -22.2289 -5.4313 -6.5034  -0.265
32 O -22.7993 -4.1968 -6.7721  0.022
33 O -20.6566 -9.1435 -5.6872  -0.024
34 H -24.2175 -5.8888 -6.0724  0.155
35 H -23.3808 -8.6012 -5.8220  0.135
36 H -19.3477 -6.9547 -6.2164  0.094
37 H -20.2427 -4.5892 -6.4369  0.145
38 H -23.5903 -3.9643 -6.5006  -0.017
39 H -21.3064 -9.9734 -5.6858  0.172
40 C -31.5037 -2.4801 -6.7348  -0.019
41 C -30.9016 -1.3309 -7.1617  -0.001
42 C -29.6377 -1.5048 -7.9632  -0.281
43 C -29.2395 -2.7624 -8.2538  -0.058
44 C -29.9431 -3.9098 -7.9935  -0.028
45 C -31.0163 -3.7523 -7.1800  -0.318
46 O -31.7981 -4.8451 -6.9871  0.047
47 O -28.8971 -0.3403 -8.1442  -0.027
48 H -32.3875 -2.2530 -6.1684  0.105
49 H -31.1759 -0.3658 -6.7563  0.101
50 H -28.3765 -2.9410 -8.9632  0.136
51 H -29.7226 -4.8739 -8.3982  0.106
52 H -31.2420 -5.5979 -6.9763  0.075
53 H -27.9530 -0.6652 -8.3326  0.047
54 C -27.4943 -7.4314 -10.0094  -0.030
55 C -27.5584 -6.7273 -8.7945  0.000
56 C -26.6748 -5.6356 -8.5384  -0.370
57 C -25.7850 -5.3202 -9.5490  -0.052
58 C -25.6131 -6.0054 -10.6968  -0.020
59 C -26.5418 -7.0792 -10.9026  -0.326
60 O -26.6675 -7.6672 -12.1311  0.025
61 O -26.8899 -5.0033 -7.3842  0.016
62 H -27.9808 -8.3392 -10.1347  0.099
63 H -28.3847 -6.8826 -7.9832  0.143
64 H -25.2234 -4.2444 -9.4224  0.167
65 H -24.8808 -5.7653 -11.4218  0.099
66 H -26.3157 -7.2340 -12.9110  0.102
67 H -26.3027 -4.1663 -7.3691  0.082
68 C -25.3134 -4.4490 -3.0026  -0.056
69 C -24.2563 -4.5895 -2.1257  -0.007
70 C -23.1740 -3.6585 -2.1121  -0.262
71 C -23.2181 -2.7249 -3.1788  -0.043
72 C -24.2030 -2.5303 -4.0674  -0.001
73 C -25.2635 -3.5167 -3.9621  -0.302
74 O -26.2491 -3.4329 -4.9103  0.017
75 O -22.2501 -3.6097 -1.0862  0.099
76 H -26.1195 -5.1861 -3.0827  0.132
77 H -24.4622 -5.4284 -1.3783  0.135
78 H -22.3361 -2.0601 -3.2361  0.104
79 H -24.0811 -1.7576 -4.7970  0.085
80 H -26.0467 -3.2667 -5.8175  -0.028
81 H -21.4935 -3.9598 -1.1478  -0.019
82 C -20.5508 -0.7306 -4.7342  -0.016
83 C -21.6558 -0.5716 -5.5568  -0.030
84 C -21.9787 0.7200 -5.9884  -0.330
85 C -21.1299 1.7643 -5.5633  -0.018
86 C -19.9877 1.6507 -4.7212  -0.007
87 C -19.6631 0.3542 -4.4288  -0.269
88 O -18.5190 0.1020 -3.6459  0.072
89 O -23.0300 0.9514 -6.8539  -0.031
90 H -20.1850 -1.7260 -4.6424  0.106
91 H -22.1689 -1.4984 -6.0884  0.155
92 H -21.4084 2.5827 -6.0543  0.066
93 H -19.3693 2.6501 -4.6788  0.159
94 H -18.0534 0.6053 -3.1361  -0.003
95 H -23.6444 0.1205 -6.9342  0.069
96 C -29.5589 -0.7187 -12.6076  -0.009
97 C -28.5879 -0.5962 -11.6291  0.010
98 C -27.4954 0.2671 -11.8294  -0.291
99 C -27.4378 1.0580 -12.9464  -0.032
100 C -28.4489 0.9127 -13.9197  -0.027
101 C -29.5790 0.0449 -13.7869  -0.387
102 O -30.6266 0.1711 -14.5545  0.098
103 O -26.4565 0.1828 -10.8942  0.027
104 H -30.3404 -1.4394 -12.7916  0.116
105 H -28.8352 -1.1426 -10.7700  0.083
106 H -26.4915 1.7324 -13.1422  0.151
107 H -28.4981 1.4262 -14.8638  0.095
108 H -30.1400 0.5198 -15.2759  0.080
109 H -26.4666 -0.2878 -10.1150  -0.040

Force components x, y, z for each atom (eV/Å):
Li 0.483 -0.056 0.510
Li -0.652 -0.675 0.799
S -1.199 -3.026 -4.208
O 0.937 -1.786 -1.268
O 0.313 -0.249 1.529
O -2.342 4.779 4.651
O 3.115 -0.269 -1.680
C -4.249 -4.171 1.442
O 0.204 4.589 2.761
H 0.797 0.847 -1.553
H 1.534 -0.594 0.004
H -0.229 1.703 -0.071
H 2.077 -2.568 -3.022
C 1.709 0.825 4.694
O -0.455 1.053 -1.053
H -2.169 -2.057 -1.362
H -0.066 0.317 -2.457
H 0.773 0.460 -0.164
H 0.205 -0.010 0.233
C -1.718 -2.082 1.374
O 1.121 -3.374 -1.484
H -0.557 1.448 -0.389
H 0.110 1.482 -0.185
H 2.617 1.199 1.304
H -2.126 1.303 -0.780
C 1.577 2.279 -0.794
C -0.298 -1.286 0.973
C -2.663 -1.561 -1.161
C -0.832 0.543 0.232
C -2.841 2.705 -0.425
C -1.226 -0.309 1.660
O 7.883 -0.630 -3.128
O -1.602 -2.019 0.118
H 1.182 -2.352 -0.190
H 1.443 1.437 0.015
H 2.314 -0.871 0.303
H -0.453 -2.024 -0.243
H -6.401 1.037 2.542
H 1.666 3.307 -0.042
C 0.312 0.035 -0.869
C 3.667 -1.057 -1.344
C -2.598 2.406 2.914
C 2.885 -0.396 -3.269
C -0.806 1.006 1.181
C -1.614 0.463 -0.014
O -1.702 0.424 1.026
O 0.833 -1.507 -0.294
H -0.413 -1.080 0.400
H -0.075 0.080 -0.388
H -0.631 0.690 1.091
H 0.412 -0.282 -0.207
H 0.705 -1.244 -0.029
H -1.152 0.565 -0.109
C 0.804 1.199 2.746
C -0.609 0.628 1.329
C -2.275 -2.529 -1.230
C 2.219 4.866 1.911
C -2.361 -2.519 -0.262
C 1.752 2.108 -2.190
O -0.092 -1.507 -0.455
O 1.743 2.266 0.413
H -1.441 -1.181 -0.516
H 1.721 -0.116 -1.657
H -1.029 -2.821 -0.172
H 0.444 0.337 -0.652
H 0.343 0.514 0.543
H -1.251 -1.361 -0.123
C -0.119 -1.394 -0.118
C 0.597 -0.322 2.409
C -1.919 -1.543 -1.070
C 3.439 0.894 2.273
C -1.648 -2.680 0.604
C 0.269 3.776 -3.938
O -1.796 -1.449 3.299
O -9.602 4.649 1.026
H 0.289 0.315 0.320
H 1.119 1.368 -0.745
H -0.508 -0.226 0.166
H -0.564 0.093 -0.456
H 1.064 0.954 -0.673
H 8.891 -4.451 -1.579
C 1.353 0.914 -0.981
C -0.536 -1.276 -1.315
C 0.446 -0.430 0.622
C -0.164 -3.216 1.031
C -1.014 2.093 -2.739
C 0.914 0.023 2.888
O -4.945 -7.105 -5.862
O 0.045 -1.001 0.603
H 0.252 -0.593 0.739
H 0.990 1.892 1.560
H -0.621 4.079 -1.372
H -0.935 -2.551 0.541
H 3.327 5.790 4.241
H 1.509 1.744 -0.166
C -0.801 0.258 -2.366
C -0.878 0.555 -1.951
C 0.224 -1.965 2.994
C 1.720 0.979 -1.660
C -1.281 -0.756 0.021
C 5.052 1.515 5.010
O -1.508 -0.928 -1.086
O 0.523 4.002 -5.367
H -0.405 -0.635 1.744
H 0.699 -0.744 1.377
H -2.150 -1.437 0.441
H 0.747 0.876 -0.182
H -0.660 0.899 -2.347
H -1.187 -2.297 2.808

Results
- 2S+1 = 1
- LUMO energy (Eh) = -0.024
- molar mass (g mol⁻¹) = 866.743
- net charge = 0

A molecular structure, C39H48Li2O19S in a non-equilibrium geometry. Source: OMol25; level of theory: the ωB97M-V functional and the def2-TZVPD basis.

Last column: Löwdin charge in e.
Positions of all 109 atoms, in Å:
1 Li 1.3744 0.4101 2.7484  0.745
2 Li 0.7394 1.5601 -3.0056  0.717
3 S -0.0666 0.4571 0.0064  0.131
4 O 0.6984 0.9211 1.0774  -0.348
5 O -0.0256 -0.9519 0.1454  -0.293
6 O -1.3726 0.8911 0.0374  -0.248
7 O 0.5284 0.8861 -1.2046  -0.355
8 C 3.5594 -0.0919 1.4194  -0.125
9 O 3.3214 0.4071 2.6884  -0.073
10 H 4.4934 -0.7289 1.5654  0.155
11 H 3.6414 0.5831 0.5764  0.073
12 H 2.7744 -0.2749 0.9534  -0.026
13 H 4.0414 0.7891 2.9694  0.016
14 C -1.1646 -0.3579 -3.6766  -0.156
15 O 0.0774 -0.1809 -4.1906  -0.093
16 H -1.3716 0.3231 -2.6486  0.148
17 H -1.5406 -1.2789 -3.2426  0.091
18 H -1.6226 -0.2969 -4.4806  0.004
19 H 0.3454 -0.7659 -4.8356  0.069
20 C -1.4576 3.6511 -4.0666  -0.120
21 O -0.8916 2.7621 -3.0936  -0.299
22 H -2.6246 3.5441 -3.8786  0.107
23 H -0.9616 3.0261 -5.0626  0.159
24 H -1.2306 4.7091 -3.7276  0.091
25 H -1.5046 2.7801 -2.2826  0.069
26 C 0.0984 -4.2369 -2.2976  0.012
27 C 0.5734 -5.5239 -2.6896  0.001
28 C 0.1394 -6.6919 -2.1156  -0.367
29 C -0.8836 -6.6179 -1.1826  -0.033
30 C -1.3986 -5.3879 -0.7076  0.020
31 C -0.8636 -4.1939 -1.3056  -0.316
32 O -1.1996 -3.0709 -0.6386  0.012
33 O 0.5804 -7.9249 -2.5216  0.025
34 H 0.4554 -3.4429 -2.6346  0.021
35 H 1.3284 -5.5579 -3.4956  0.123
36 H -1.2026 -7.6019 -0.6656  0.137
37 H -2.1786 -5.3469 0.0094  0.094
38 H -0.5386 -2.4149 -0.3796  0.031
39 H -0.0356 -8.6029 -2.1896  0.103
40 C 5.7114 -0.7059 -3.6376  -0.020
41 C 4.4204 -1.3289 -3.4986  0.020
42 C 3.5054 -0.6379 -2.6116  -0.324
43 C 3.8204 0.6301 -2.0216  -0.019
44 C 5.1804 1.1491 -2.2426  0.005
45 C 6.0744 0.4921 -3.0866  -0.363
46 O 7.2854 1.0321 -3.3656  0.078
47 O 2.2864 -1.1759 -2.4076  -0.017
48 H 6.1864 -1.3379 -4.3926  0.115
49 H 4.2434 -2.2699 -4.0376  0.113
50 H 3.2074 1.2121 -1.3836  0.068
51 H 5.4544 2.1371 -1.6776  0.148
52 H 7.3864 1.9081 -3.4566  0.039
53 H 1.6944 -0.4699 -1.8606  0.117
54 C -4.2866 0.2511 3.7474  0.025
55 C -4.7836 -0.9719 4.3074  -0.020
56 C -4.4266 -2.2099 3.7294  -0.353
57 C -3.6236 -2.3209 2.6584  -0.081
58 C -3.0916 -1.2419 2.1154  -0.019
59 C -3.4706 0.1111 2.5194  -0.286
60 O -2.9976 1.0901 1.8644  0.110
61 O -4.9766 -3.2879 4.4514  -0.058
62 H -4.8236 1.0811 3.9924  0.060
63 H -5.3026 -0.9459 5.3234  0.134
64 H -3.3406 -3.2269 2.0274  0.146
65 H -2.5756 -1.3289 1.2294  0.076
66 H -2.5536 1.0681 1.1014  -0.034
67 H -4.9106 -4.1619 3.8044  0.179
68 C -5.2596 3.3861 -1.6926  -0.005
69 C -3.9716 2.8971 -1.3116  0.038
70 C -3.0766 3.8761 -0.8446  -0.312
71 C -3.2906 5.1451 -0.6786  -0.011
72 C -4.5886 5.5981 -0.8876  0.065
73 C -5.6086 4.6851 -1.4086  -0.300
74 O -6.8696 5.0921 -1.7216  0.015
75 O -1.7776 3.4771 -0.5156  0.007
76 H -5.9836 2.7841 -2.2006  0.108
77 H -3.7066 1.9701 -1.5166  0.069
78 H -2.7566 5.8411 -0.3776  0.053
79 H -4.8316 6.6001 -0.7326  0.096
80 H -7.5456 4.3631 -1.8876  0.143
81 H -1.7466 2.6861 -0.0136  0.028
82 C 1.9184 6.2551 2.6604  -0.048
83 C 2.4664 5.2321 2.0034  -0.025
84 C 1.7034 4.0391 1.6674  -0.259
85 C 0.3744 4.0401 1.9454  0.021
86 C -0.3156 5.1931 2.6654  0.043
87 C 0.5524 6.1711 2.9684  -0.360
88 O -0.0286 7.2161 3.6824  0.048
89 O 2.3124 2.9251 1.0374  0.005
90 H 2.4334 7.1821 3.1854  0.162
91 H 3.4864 5.3341 1.6064  0.120
92 H -0.1856 3.1911 1.6854  0.071
93 H -1.2876 5.2691 3.2134  0.138
94 H 0.6564 7.6841 4.0124  0.017
95 H 1.7584 2.1701 1.1104  -0.024
96 C 1.9144 -3.4769 3.8544  -0.006
97 C 2.2754 -4.7739 4.1184  0.006
98 C 2.5814 -5.6259 2.9584  -0.299
99 C 2.2914 -5.1629 1.6594  -0.028
100 C 1.8754 -3.8589 1.4924  -0.025
101 C 1.5974 -3.0209 2.5304  -0.337
102 O 1.1254 -1.7859 2.3564  -0.024
103 O 3.3214 -6.7609 3.1724  -0.028
104 H 1.8634 -2.8079 4.7524  0.129
105 H 2.3624 -5.0339 5.0854  0.067
106 H 2.6224 -5.8289 0.9234  0.095
107 H 1.6394 -3.6329 0.4064  0.142
108 H 0.6954 -1.7229 1.4504  0.072
109 H 3.0774 -7.5079 2.4134  0.196

Force components x, y, z for each atom (eV/Å):
Li -0.011 -0.618 -0.124
Li -0.733 -0.221 0.300
S 0.735 -2.535 -1.179
O 3.460 2.964 5.690
O 0.344 -4.607 -0.393
O -6.102 2.523 -0.214
O 2.699 1.158 -4.600
C 8.388 0.979 2.194
O -6.865 -1.941 -1.220
H -1.772 0.021 -1.369
H 2.166 2.063 0.456
H -7.657 -4.667 -2.691
H 5.758 3.426 2.586
C 0.617 0.069 9.219
O 3.441 2.795 2.888
H 0.477 -1.097 -3.568
H 1.278 -1.193 0.121
H -6.593 1.805 -6.504
H 0.663 -2.143 -1.920
C -0.731 -2.168 -0.197
O -0.764 -0.193 1.925
H 2.161 0.224 -1.425
H -1.969 3.093 2.067
H 0.263 -1.018 -1.441
H 1.784 0.064 -1.021
C -3.133 -8.467 3.193
C 0.887 1.276 -1.058
C -1.039 0.055 -0.036
C -1.268 -0.405 2.302
C 1.905 -0.691 -2.820
C 0.189 -1.072 2.053
O -1.634 0.145 -0.174
O 0.163 -0.286 -0.111
H 3.242 6.831 -3.082
H -0.397 -0.126 0.545
H 0.295 1.662 -0.939
H -0.348 0.151 0.645
H 0.393 0.247 -0.574
H 0.416 0.501 -0.162
C -2.695 -3.020 -1.643
C 0.864 2.840 2.144
C 0.451 0.467 -0.608
C 4.124 -1.109 -2.000
C -2.187 0.732 1.273
C -0.653 1.529 0.827
O 1.012 -5.576 0.079
O -2.124 1.854 1.722
H 1.269 1.019 0.374
H -0.310 0.596 0.582
H -0.904 0.099 0.467
H -0.375 -1.974 -1.353
H -0.274 4.888 -0.215
H 1.567 -2.289 -1.526
C 1.327 -4.356 -3.188
C 1.306 0.664 0.122
C -2.375 0.043 3.650
C 0.626 -3.341 -1.610
C -1.053 5.221 0.591
C -1.109 -4.776 3.157
O -2.901 4.993 4.479
O 0.637 -3.374 -3.288
H -0.587 2.720 0.780
H 0.401 -0.177 -1.822
H -0.786 0.523 1.653
H 1.400 -0.088 -1.813
H 2.860 -1.571 -4.571
H -0.218 3.391 2.600
C 1.938 -0.598 0.943
C -2.583 6.188 -0.025
C 2.363 -5.809 0.236
C -8.264 -1.106 -2.381
C -2.258 -2.762 -1.676
C 1.433 0.872 0.413
O -1.481 0.105 -0.071
O 0.177 1.584 -1.223
H -0.230 -0.591 -0.069
H 1.365 -4.233 -0.619
H 5.995 5.550 2.915
H -0.457 1.461 0.247
H 1.892 1.153 0.461
H -0.102 -1.600 0.618
C -0.619 2.342 2.104
C 1.612 -2.207 -1.917
C 0.798 0.531 -0.326
C -2.056 2.394 1.966
C 1.934 -3.138 -1.090
C -1.049 1.835 1.097
O -2.633 -2.374 -1.620
O 1.410 3.590 0.638
H -0.500 -2.040 -1.798
H -0.272 -0.405 0.509
H -0.790 -0.933 -0.247
H 0.694 -0.661 -1.278
H 3.167 2.778 1.875
H -1.404 -1.081 -0.135
C -0.776 1.057 0.042
C 0.497 -0.112 -5.592
C -0.548 1.708 0.955
C 1.040 -0.373 3.688
C -1.251 -0.426 -2.994
C 1.393 -1.212 2.149
O -0.912 1.510 -0.749
O -1.429 -3.197 -2.600
H -0.386 -0.391 -1.157
H 0.736 -1.353 3.025
H 0.058 -0.475 -1.608
H 0.260 0.417 1.433
H 0.282 0.432 0.727
H 0.957 3.040 2.912

Results
- 2S+1 = 1
- LUMO energy (Eh) = -0.007
- molar mass (g mol⁻¹) = 866.743
- net charge = 0